A gas-phase ion, C5H6F2O3 (charge -1) at a distorted geometry, computed with ωB97M-V/def2-TZVPD.

Values from the calculation:
Energy above the lowest of the compared OMol25 structures with the same formula, charge and spin in kJ/mol: 0.0
Maximum force in hartree/bohr: 0.0584
Expectation value of S²: 0.759
Frontier orbital gap (alpha / beta) in Eh: 0.2827 / 0.2339

```
! RIJCOSX wB97M-V def2-TZVPD def2/J DEFGRID3
* xyz -1 2
C 0.92056 2.03079 -1.08824
C 1.58893 1.19956 -0.14751
H 0.14273 2.71328 -0.74809
H 1.08718 1.88767 -2.15651
F 2.86984 0.85193 -0.55286
H 1.68716 1.62859 0.85819
H 0.83811 -1.00434 -0.74209
O -1.98831 -2.07534 -0.96761
O -1.29173 -1.45063 1.09266
O -3.18645 -2.54377 0.87120
C 0.72997 -0.44553 0.19524
C -0.69239 -0.25154 0.64702
C -2.20903 -2.08601 0.25493
F 1.47933 -1.08836 1.15928
H -0.70928 0.44037 1.50112
H -1.26661 0.19335 -0.17672
*
```

Atom charges from the natural (NBO) analysis, given in e for atoms 1 to 5: -0.365 0.099 0.187 0.189 -0.374